100
Properties=species:S:1:pos:R:3 method="wB97M-V/def2-TZVPD" total_energy_ha=-3518.91623 e_lumo_ha=0.14784 charge=-2 gap_ev=5.31 homo_energy_ev=-1.28
Ba -1.23 0.35 0.17
O -0.87 -1.08 4.31
C -0.01 -0.63 3.55
O -0.05 -0.54 2.28
C 1.27 -0.07 4.18
C 1.40 -0.16 5.56
C 2.54 0.30 6.20
C 3.57 0.85 5.45
C 3.45 0.95 4.07
C 2.30 0.51 3.41
P 2.15 0.57 1.55
C 2.89 -1.10 1.24
C 4.23 -1.38 1.49
C 4.75 -2.65 1.27
C 3.93 -3.66 0.79
C 2.59 -3.41 0.55
C 2.07 -2.13 0.77
C 3.55 1.70 1.11
C 4.39 1.41 0.03
C 5.29 2.36 -0.46
C 5.37 3.62 0.13
C 4.52 3.93 1.19
C 3.62 2.98 1.66
H 0.58 -0.61 6.10
H 2.63 0.21 7.28
H 4.47 1.20 5.94
H 4.26 1.38 3.51
H 4.88 -0.60 1.87
H 5.81 -2.84 1.47
H 4.34 -4.66 0.61
H 1.92 -4.19 0.19
H 1.02 -1.97 0.58
H 4.34 0.44 -0.46
H 5.92 2.11 -1.30
H 6.07 4.36 -0.25
H 4.55 4.91 1.64
H 2.95 3.24 2.48
C -5.58 0.18 -2.61
C -6.59 0.39 -1.67
C -6.24 0.45 -0.33
C -4.89 0.35 0.05
C -3.83 0.16 -0.86
C -4.26 0.07 -2.20
C -4.58 0.42 1.51
C -5.46 -0.17 2.47
C -5.18 -0.10 3.79
C -4.02 0.59 4.23
C -3.66 0.74 5.59
C -2.53 1.43 5.94
C -1.71 1.99 4.94
C -2.03 1.85 3.62
C -3.19 1.14 3.23
N -3.46 1.01 1.90
H -5.84 0.10 -3.67
H -7.62 0.49 -1.97
H -7.01 0.62 0.42
H -3.52 -0.11 -2.98
H -6.33 -0.71 2.11
H -5.82 -0.57 4.53
H -4.30 0.30 6.35
H -2.25 1.52 6.98
H -0.81 2.52 5.22
H -1.40 2.29 2.85
O -1.33 4.40 -1.39
C -0.97 3.23 -1.53
O -0.40 2.47 -0.66
C -1.18 2.55 -2.89
C -1.45 3.32 -4.05
C -1.55 2.69 -5.24
C -1.42 1.28 -5.31
C -1.50 0.54 -6.51
C -1.37 -0.82 -6.50
C -1.14 -1.51 -5.28
C -1.06 -0.82 -4.10
C -1.19 0.59 -4.10
N -1.07 1.25 -2.91
H -1.56 4.39 -3.93
H -1.75 3.24 -6.15
H -1.68 1.06 -7.45
H -1.43 -1.38 -7.42
H -1.04 -2.59 -5.27
H -0.90 -1.33 -3.15
Te -1.77 -3.45 -0.39
C -0.68 -4.61 -1.77
C -0.75 -5.95 -2.03
C 0.14 -6.40 -3.06
C 0.89 -5.40 -3.59
S 0.51 -3.91 -2.82
H -1.43 -6.60 -1.49
H 0.21 -7.44 -3.39
H 1.65 -5.46 -4.37
N 1.68 1.11 -1.89
C 2.63 1.38 -2.80
C 3.16 0.17 -3.19
C 2.44 -0.79 -2.45
N 1.54 -0.22 -1.66
H 1.04 1.76 -1.42
H 2.86 2.40 -3.09
H 3.95 0.01 -3.91
H 2.55 -1.86 -2.44